No. 1
52
Properties=species:S:1:pos:R:3 method="wB97M-V/def2-TZVPD" spin_multiplicity=1 e_tot_ha=-2073.09869 gap_ha=0.1614 total_charge=-2 homo_ev=-0.32
Rb -0.23747 0.78270 -0.72720
C -3.95247 -2.90456 -0.31432
C -2.48869 -2.43038 -0.33710
O -2.31830 -1.20076 -0.54899
C -1.52259 -3.41101 -0.14759
C -0.07826 -3.26881 -0.14047
C 0.67896 -4.56766 0.06426
N 0.53973 -2.14124 -0.28059
N 1.95659 -2.30113 -0.27631
C 2.54521 -1.15324 -0.05573
O 2.05553 -0.01582 0.19513
C 4.06949 -1.21519 -0.13103
C 4.80128 -0.04387 0.02073
C 6.19093 -0.05820 -0.04036
C 6.87117 -1.24983 -0.24807
C 6.14521 -2.42895 -0.39560
C 4.76026 -2.41026 -0.33931
H -4.59043 -2.03187 -0.17469
H -4.14008 -3.63083 0.48159
H -4.22031 -3.38029 -1.26286
H -1.89637 -4.41407 0.03202
H -0.01831 -5.40286 0.13942
H 1.29033 -4.52024 0.96858
H 1.38171 -4.74102 -0.75277
H 4.24201 0.86786 0.18827
H 6.74153 0.86944 0.07639
H 7.95486 -1.26279 -0.29561
H 6.66210 -3.36984 -0.55657
H 4.17117 -3.31114 -0.45405
O -0.96448 1.17447 2.74290
C -2.25076 1.49924 3.18584
C -3.09608 2.12523 2.09640
C -4.12357 3.02089 2.37796
C -4.87723 3.50972 1.32547
C -4.58957 3.09147 0.03599
C -3.54594 2.19286 -0.14479
N -2.81757 1.72640 0.86292
H -1.06561 0.71354 1.89775
H -2.15099 2.19659 4.02155
H -2.78413 0.61326 3.56396
H -4.30630 3.33076 3.40011
H -5.67552 4.22153 1.50453
H -5.13533 3.45739 -0.82256
H -3.27125 1.84962 -1.13491
F 2.07651 4.41597 -2.32753
C 1.11878 3.66498 -2.88729
F 0.98724 4.07825 -4.15780
F 1.55425 2.39843 -2.92258
S -0.45953 3.76811 -1.95241
O -0.93970 5.09974 -2.24246
O -1.23258 2.67520 -2.52559
O -0.04545 3.52220 -0.58463

---

No. 2
21
Properties=species:S:1:pos:R:3 method="wB97M-V/def2-TZVPD" spin_multiplicity=5 e_tot_ha=-1859.80428 gap_ha="0.2330 / 0.1602" total_charge=+4 homo_ev="-22.64 / -24.14"
Rh 2.17233 -3.02767 -2.92908
Al -0.24374 -0.70847 0.76743
Cl 0.65195 -1.40258 -2.66655
Cl 1.44910 -1.37512 1.74618
C -1.70291 -2.19799 0.85510
C 1.60550 -3.59651 -4.59403
C 3.15523 -4.23270 -2.03414
O -2.36594 -3.14422 1.00912
O 1.11421 -3.89525 -5.60918
O 3.61582 -4.87147 -1.16704
C -1.17069 3.66452 1.76124
C -0.30412 2.82832 2.44459
C -0.01067 1.56874 1.98069
N -0.56581 1.10407 0.79413
C -1.30403 1.95317 0.01955
C -1.63522 3.20346 0.53595
H -1.44553 4.61667 2.19302
H 0.15552 3.06231 3.39183
H 0.71402 0.97875 2.52662
H -1.62322 1.63042 -0.97177
H -2.26178 3.84155 -0.05364

---

No. 3
101
Properties=species:S:1:pos:R:3 method="wB97M-V/def2-TZVPD" spin_multiplicity=1 e_tot_ha=-7163.67279 gap_ha=0.2386 total_charge=0 homo_ev=-6.90
Ga -0.36636 0.57120 2.53769
O -4.37518 -1.97151 7.00626
C -3.47587 -1.55173 6.33209
S -2.69133 -2.49368 5.04915
C -1.56881 -1.24507 4.55958
C -1.64306 -0.05240 5.17905
S -0.66989 1.32838 4.74412
S -2.85767 0.10482 6.42629
S -0.49000 -1.58268 3.21559
O -2.51283 3.48253 2.66159
S -2.20055 2.47637 1.69166
O -2.61373 1.09388 1.94197
N -0.61515 2.24298 1.43103
C 0.30135 3.29062 1.62986
C 0.16609 4.56481 1.15231
C 1.17433 5.52754 1.38242
C 2.30919 5.21778 2.07344
C 2.48149 3.90549 2.57551
C 3.62509 3.48014 3.28721
C 3.71434 2.19145 3.73066
C 2.64777 1.31032 3.47174
N 1.58388 1.67469 2.80179
C 1.47601 2.94949 2.35242
C -2.88620 3.03368 0.16492
C -2.13542 2.98544 -0.99832
C -2.67813 3.48767 -2.17248
C -3.96406 4.00521 -2.17506
C -4.71052 4.03735 -1.00427
C -4.17003 3.56401 0.18050
H -0.72026 4.84370 0.59861
H 1.03392 6.52807 0.99622
H 3.08064 5.95663 2.24459
H 4.42265 4.18840 3.47674
H 4.57367 1.84144 4.28465
H 2.66636 0.28998 3.83642
H -1.13333 2.58629 -0.97156
H -2.09746 3.46382 -3.08457
H -4.38822 4.39097 -3.09343
H -5.71108 4.44870 -1.00971
H -4.72217 3.61710 1.10816
C 0.40003 -5.54355 -3.54561
S 1.33833 -4.14387 -4.18160
C 2.38308 -3.81214 -2.73832
C 1.66436 -3.25021 -1.51611
C 1.01524 -1.90588 -1.82665
N 0.40423 -1.22985 -0.67042
P -1.27672 -1.22443 -0.31943
C -1.78493 -2.96627 -0.60889
C -2.64249 -3.37032 -1.62965
C -3.07536 -4.68833 -1.71258
C -2.64677 -5.62318 -0.78424
C -1.77897 -5.23611 0.22987
C -1.36098 -3.91904 0.32038
C -2.16044 -0.42423 -1.70640
C -1.71695 -0.20012 -3.00756
C -2.56114 0.36964 -3.95281
C -3.85954 0.71617 -3.61238
C -4.30708 0.51565 -2.31318
C -3.45943 -0.03614 -1.36746
P 1.30400 -0.27503 0.41305
C 2.84265 -1.19133 0.71445
C 3.94637 -1.14820 -0.13591
C 5.04895 -1.94991 0.11071
C 5.06109 -2.79753 1.21166
C 3.97409 -2.83523 2.07283
C 2.86959 -2.03124 1.82707
C 1.88883 1.14450 -0.57067
C 3.01106 1.87749 -0.18546
C 3.35464 3.04176 -0.85373
C 2.58391 3.48829 -1.91908
C 1.47416 2.75881 -2.31792
C 1.13153 1.59378 -1.64653
H -0.28917 -5.85116 -4.32992
H -0.18488 -5.27208 -2.67051
H 1.06083 -6.37763 -3.30966
H 3.14024 -3.10740 -3.09132
H 2.90633 -4.73420 -2.47705
H 2.38946 -3.16069 -0.70508
H 0.89888 -3.94736 -1.17312
H 0.24267 -2.07719 -2.57711
H 1.74906 -1.22988 -2.28242
H -2.99246 -2.65525 -2.36260
H -3.74710 -4.98123 -2.50863
H -2.98622 -6.64830 -0.84760
H -1.44495 -5.95640 0.96484
H -0.70975 -3.62265 1.13318
H -0.71768 -0.48687 -3.31040
H -2.20334 0.52841 -4.96230
H -4.51566 1.15511 -4.35216
H -5.31063 0.80591 -2.03145
H -3.80326 -0.16468 -0.34617
H 3.94294 -0.48889 -0.99613
H 5.89943 -1.91739 -0.55749
H 5.92251 -3.42409 1.40043
H 3.98476 -3.48735 2.93566
H 2.01918 -2.06421 2.49885
H 3.62005 1.54399 0.64834
H 4.22249 3.60554 -0.53773
H 2.85128 4.39961 -2.43752
H 0.87052 3.09632 -3.15070
H 0.25971 1.03219 -1.95651

---

No. 4
13
Properties=species:S:1:pos:R:3 method="wB97M-V/def2-TZVPD" spin_multiplicity=3 e_tot_ha=-2867.67819 gap_ha="0.1864 / 0.1921" total_charge=0 homo_ev="-4.33 / -8.74"
C -1.77246 -1.98811 1.87611
C 0.09788 0.88980 -0.04550
C -0.61644 -1.33680 1.57400
C -0.33814 -0.32792 0.00592
C 0.29581 1.69937 -1.25864
F 0.46383 -1.34007 2.38702
Br -0.85791 -1.37551 -1.47647
H -1.71035 -2.39583 2.92534
H -2.69426 -2.08934 1.40380
H 0.40231 1.15272 0.97606
H 0.32499 2.69410 -1.12071
H -0.43407 1.52442 -1.99833
H 1.06917 1.29470 -1.71537

---

No. 5
13
Properties=species:S:1:pos:R:3 method="wB97M-V/def2-TZVPD" spin_multiplicity=1 e_tot_ha=-319.77917 gap_ha=0.3369 smiles="CO/N=C/NN" total_charge=0 homo_ev=-8.24
C -1.64146 -1.29095 1.29080
C 0.18017 -0.35576 -0.39086
H -2.44601 -1.33639 2.05583
H -2.07438 -1.67402 0.34401
H -0.71266 -1.87405 1.55355
H -0.06975 -1.42287 -0.45918
H 1.15002 -0.25929 -2.16956
H 2.85153 1.13046 -1.55550
H 1.34088 1.98998 -1.38495
N -0.36447 0.52211 0.39682
N 1.25437 0.01536 -1.22093
N 1.96918 1.19721 -1.07986
O -1.41068 0.14796 1.19300

---

No. 6
47
Properties=species:S:1:pos:R:3 method="wB97M-V/def2-TZVPD" spin_multiplicity=1 e_tot_ha=-1100.64625 gap_ha=0.3012 total_charge=0 homo_ev=-8.11
C -4.12577 0.12693 -1.13236
O -4.46876 -1.12325 -0.48592
C -3.53372 -1.69273 0.39942
C -2.23366 -0.80045 0.48938
C -1.86168 -0.69665 1.81590
C -0.71231 0.03088 2.13047
C 0.07975 0.52657 1.08953
C -0.24443 0.34864 -0.26139
C -1.50899 -0.17912 -0.53124
H -3.50322 -0.03170 -2.03530
H -5.09501 0.52000 -1.43161
H -3.66027 0.87160 -0.43510
H -3.83686 -1.52266 1.48347
H -2.48905 -1.16481 2.56607
H -0.41463 0.14779 3.16797
H 0.94017 1.13504 1.30775
H 0.40203 0.63903 -1.09594
H -1.87569 -0.05244 -1.55664
C -5.98933 -5.77847 -0.74534
C -5.31273 -4.69610 -0.02981
C -5.47246 -4.41478 1.31248
C -4.44197 -3.55225 1.63484
C -3.78341 -3.09315 0.41708
B -1.92519 -3.69087 -0.12510
O -1.76428 -2.64272 -1.08140
C -0.44583 -2.86045 -1.55423
C 0.25190 -3.92672 -0.69588
C 1.73955 -3.91643 -0.98223
C -0.57135 -5.18229 -1.08865
O -1.96637 -4.98827 -0.68599
C 0.07215 -3.73560 0.84236
O -1.30644 -3.49525 1.14964
O -4.43836 -3.86231 -0.61977
H -6.70628 -6.22368 -0.03408
H -6.56449 -5.39615 -1.59196
H -5.34030 -6.62350 -1.04321
H -6.19242 -4.84905 1.98215
H -4.27929 -3.08400 2.58027
H -0.61251 -3.26582 -2.56562
H 0.13893 -1.94029 -1.64475
H 2.30886 -4.58483 -0.31868
H 1.95411 -4.17501 -2.02142
H 2.05424 -2.87626 -0.81212
H -0.53223 -5.37394 -2.19067
H -0.20368 -6.09746 -0.58541
H 0.35047 -4.66418 1.39499
H 0.65923 -2.88321 1.20799

---

No. 7
8
Properties=species:S:1:pos:R:3 method="wB97M-V/def2-TZVPD" spin_multiplicity=1 e_tot_ha=-2806.53522 gap_ha=0.4197 smiles="FC1=NC1.Br" total_charge=0 homo_ev=-10.55
C 0.62045 0.34292 0.30606
C -0.08322 1.48269 -0.18858
N -0.08141 0.55348 -1.06324
F -0.44600 2.61656 0.30524
Br -3.09874 -0.28014 -0.19145
H 1.75447 0.22595 0.24958
H 0.22185 -0.40767 1.08066
H -1.99681 -0.71887 -0.80300

---

No. 8
71
Properties=species:S:1:pos:R:3 method="wB97M-V/def2-TZVPD" spin_multiplicity=5 e_tot_ha=-1862.73623 gap_ha="0.3038 / 0.1782" total_charge=+2 homo_ev="-13.91 / -14.12"
Os 0.37143 0.04566 -0.88013
C -1.06316 1.58328 -0.83989
C -1.49493 0.48917 -1.67630
C -1.25397 -0.30474 0.48945
C -0.91524 1.08404 0.49081
C -1.60736 -0.68157 -0.84677
C -0.93177 3.02351 -1.22980
H -0.70531 3.14770 -2.29164
H -0.14352 3.50429 -0.63991
H -1.87310 3.54808 -1.01580
C -0.57128 1.87436 1.70686
H -0.13437 2.83691 1.43846
H 0.14376 1.31208 2.31733
H -1.46457 2.06193 2.31560
C -1.36981 -1.16587 1.69986
H -2.34214 -1.02346 2.19206
H -0.58944 -0.90114 2.42297
H -1.27414 -2.22263 1.43918
C -2.12959 -2.02095 -1.25427
H -3.21849 -2.05799 -1.11338
H -1.68950 -2.80626 -0.63059
H -1.91330 -2.23971 -2.30439
C -1.91496 0.56569 -3.11593
H -3.00330 0.72361 -3.17669
H -1.67406 -0.36629 -3.64395
H -1.41462 1.39472 -3.63381
C 5.22749 0.37157 -2.62475
C 4.52500 1.07915 -3.52950
C 4.43029 0.75037 -4.98253
C 4.25768 -0.75718 -5.33257
C 3.45116 -1.55891 -4.36813
C 4.02063 -2.31334 -3.40242
C 5.44927 -2.20079 -2.94340
C 6.10947 -0.78796 -2.96516
H 5.32994 1.11055 -5.51040
H 5.26104 -1.19579 -5.45221
H 3.59184 1.30631 -5.42709
H 6.58084 -0.63161 -3.94684
H 5.28984 0.68313 -1.57547
H 4.16849 2.07909 -3.27180
H 6.92078 -0.80649 -2.21451
H 5.50352 -2.58108 -1.90963
H 3.50034 -3.15476 -2.93208
H 6.09849 -2.87160 -3.53277
H 3.76371 -0.81090 -6.31850
H 2.38783 -1.60405 -4.60593
P 2.43523 1.09152 -1.16718
C 3.36876 2.05455 -0.01521
C 1.82105 1.75791 -2.74566
P 1.62751 -1.92623 -1.21736
C 3.03911 -0.67874 -1.21903
C 0.90387 -2.69582 -2.69287
C 1.97336 -3.12711 0.05328
H 3.31867 1.54466 0.96411
H 2.89607 3.04895 0.06249
H 4.41595 2.16006 -0.34442
H 2.23179 1.21594 -3.60803
H 2.10071 2.82185 -2.77830
H 0.71810 1.67734 -2.78506
H 2.82716 -3.74793 -0.24999
H 1.07491 -3.74584 0.16927
H 2.19748 -2.59773 0.98993
H 3.76502 -0.87633 -0.41154
H 3.51157 -0.76146 -2.19483
H 0.13734 -3.40485 -2.34970
H 1.64234 -3.22216 -3.30141
H 0.41143 -1.93275 -3.31325
O 3.00892 -1.08859 3.50781
C 2.08102 -0.53335 2.88858
O 1.98641 -0.26491 1.63290
H 1.19088 -0.20955 3.49150

---

No. 9
18
Properties=species:S:1:pos:R:3 method="wB97M-V/def2-TZVPD" spin_multiplicity=1 e_tot_ha=-476.29841 gap_ha=0.3639 smiles="C=C1O[C@](C)(N)C1=O.O" total_charge=0 homo_ev=-9.22
C 0.73476 -0.40707 -0.38992
C 1.66916 -0.80411 0.73618
C -0.77633 -0.61143 -0.08343
N 1.12451 -1.02487 -1.60674
C -0.78639 1.11062 -0.21875
C -1.57231 2.10336 -0.63316
O 0.57527 1.04990 -0.46610
O -0.95487 -0.28681 2.01428
O -1.56776 -1.45861 -0.32534
H -1.54699 -1.03901 2.13256
H 0.55188 -0.75276 -2.39720
H 2.09584 -0.84092 -1.82666
H -1.41839 0.58602 1.55948
H 2.66756 -0.42537 0.52245
H 1.69374 -1.88827 0.82291
H 1.32519 -0.36558 1.66769
H -1.17224 3.05064 -0.96565
H -2.64261 2.00430 -0.54261

---

No. 10
15
Properties=species:S:1:pos:R:3 method="wB97M-V/def2-TZVPD" spin_multiplicity=1 e_tot_ha=-271.32297 gap_ha=0.4115 total_charge=0 homo_ev=-10.46
C 0.23493 0.03203 -1.56332
C 0.07857 0.07674 -0.03081
C -0.24312 1.51134 0.43191
C -0.97908 -0.85636 0.40551
C -1.78744 -1.65614 0.79929
C 1.34913 -0.37926 0.61581
C 2.48616 -0.64607 1.09970
H 0.49488 -0.97474 -1.89934
H 1.02802 0.72025 -1.87288
H -0.70163 0.33578 -2.04149
H -1.18470 1.84393 -0.01622
H -0.33041 1.55922 1.52000
H 0.55657 2.18836 0.11471
H -2.49431 -2.37381 1.15383
H 1.41530 -1.36700 1.33314

---

No. 11
16
Properties=species:S:1:pos:R:3 method="wB97M-V/def2-TZVPD" spin_multiplicity=1 e_tot_ha=-304.90884 gap_ha=0.3711 smiles=NCCCON total_charge=0 homo_ev=-9.03
C -1.22649 -0.28734 0.86262
C -0.45819 -0.09770 -0.34479
C 1.02203 -0.38929 0.02235
H -3.30190 -0.85091 0.29792
H -3.17264 0.25562 1.78201
H -1.14036 -1.26532 1.23835
H -0.82377 0.52133 1.67786
H -0.45192 0.98965 -0.65864
H -0.56531 -0.75599 -1.24900
H 1.29126 -1.39896 0.48522
H 1.47422 0.20231 0.85572
H 3.38523 1.14729 -1.16054
H 2.28045 1.20732 -2.28519
N -2.65329 -0.03055 0.73515
N 2.34288 1.08355 -1.19214
O 1.99781 -0.33099 -1.06690

---

No. 12
60
Properties=species:S:1:pos:R:3 method="wB97M-V/def2-TZVPD" spin_multiplicity=1 e_tot_ha=-1926.45971 gap_ha=0.1253 total_charge=0 homo_ev=-4.76
C 2.01020 3.45652 6.08380
N 0.86663 2.56576 5.98821
C 0.15305 2.33452 7.22834
C 0.61980 1.84502 4.86592
C 1.47064 1.93938 3.72289
C 1.11933 1.25996 2.57716
N -0.11198 0.71480 2.46697
C -0.72000 0.17570 1.22751
C -0.29133 0.92578 -0.02736
C -1.25779 1.04868 -1.15158
C -0.76022 1.40102 -2.42460
C -1.62505 1.40072 -3.51122
C -2.96793 1.04845 -3.35891
C -3.47128 0.78858 -2.08334
C -2.63209 0.83765 -0.98538
O 0.81329 1.46090 -0.11929
C -0.77232 0.34397 3.60074
C -0.49642 0.95631 4.78307
H 2.02927 4.18903 5.25996
H 1.91083 3.99431 7.02641
H 2.96509 2.90149 6.09843
H -0.92510 2.19450 7.07474
H 0.56452 1.46920 7.76736
H 0.31358 3.20591 7.86928
H 2.34399 2.57255 3.68109
H 1.73232 1.29497 1.67898
H -1.80020 0.18923 1.36521
H 0.28933 1.67279 -2.53597
H -1.25121 1.64424 -4.50342
H -3.64368 0.99389 -4.21143
H -4.51057 0.52908 -1.89860
H -3.03019 0.72385 0.02330
H -1.63691 -0.30964 3.44205
H -1.18716 0.79464 5.60288
C 2.17830 -3.80137 -2.77498
C 1.48373 -2.46898 -2.34799
C 2.49898 -1.49102 -1.71103
C 0.75618 -1.81532 -3.55402
C -0.51544 -2.28397 -3.89907
C -1.13839 -1.83116 -5.06267
C -0.50036 -0.87867 -5.86470
C 0.74311 -0.37395 -5.48653
C 1.36275 -0.82711 -4.31934
O 0.61960 -3.00219 -1.52915
S -0.29860 -1.57979 1.26583
C -1.70235 -2.35698 0.46267
F -1.35772 -3.67012 0.40302
F -2.83460 -2.24834 1.24955
F -2.06776 -1.96911 -0.79044
H 2.96411 -3.62709 -3.50908
H 2.58804 -4.25590 -1.86792
H 1.40815 -4.46725 -3.18206
H 3.35295 -1.33384 -2.37669
H 2.00042 -0.54054 -1.49222
H 2.83974 -1.93884 -0.77525
H -1.00209 -3.02000 -3.25125
H -2.11451 -2.21292 -5.34586
H -0.96449 -0.51292 -6.78197
H 1.26307 0.37491 -6.08112
H 2.32674 -0.43130 -4.00094